Entry from the Open Molecules 2025 dataset: a structure of composition C74H100F8O40S11 at a distorted geometry (ωB97M-V/def2-TZVPD).

The geometry in XYZ format:
```
233
Properties=species:S:1:pos:R:3:forces:R:3:lowdin_charge:R:1
F 19.642 -26.229 8.575 -0.4733 0.3984 0.7344 0.043
C 20.615 -25.830 7.753 1.4733 -1.8329 -1.8200 -0.318
C 21.302 -26.850 7.068 0.2510 0.3112 0.5243 -0.010
C 22.305 -26.541 6.145 -1.9655 1.0007 0.1509 -0.079
C 22.468 -25.199 5.774 -0.1687 0.3993 1.1628 -0.058
C 21.738 -24.143 6.449 1.0270 -2.3381 -0.8508 -0.028
C 20.847 -24.519 7.450 -0.6001 0.9610 -0.1079 -0.033
H 21.066 -27.888 7.252 -0.1659 -0.0629 0.2341 0.112
H 22.713 -27.349 5.556 0.4636 0.0868 0.1362 0.104
H 23.228 -25.113 5.012 -0.1425 1.0253 -0.1828 0.093
H 21.790 -23.099 6.176 0.2702 -0.0442 -0.1047 0.091
H 20.191 -23.782 7.891 0.0496 0.2621 0.2110 0.108
F 17.457 -28.530 11.080 -0.2576 0.4140 1.4209 0.082
C 17.533 -29.308 10.023 0.3444 -0.4200 -2.8874 -0.315
C 17.448 -30.684 10.083 0.5391 0.0061 1.2409 -0.025
C 17.699 -31.463 8.965 -0.7027 1.0858 -1.0612 -0.073
C 17.840 -30.807 7.729 0.6643 0.4369 -0.4143 -0.092
C 17.858 -29.403 7.590 -0.1035 -1.0664 2.4667 -0.051
C 17.740 -28.679 8.799 -0.1923 0.2151 -0.9729 -0.010
H 17.334 -31.088 11.078 -0.1463 -0.4121 0.0156 0.116
H 17.667 -32.541 9.007 0.1344 0.0015 0.0972 0.103
H 18.078 -31.346 6.824 -0.2559 -0.4695 0.0232 0.093
H 18.011 -28.928 6.632 -0.0655 0.0271 0.1153 0.078
H 17.791 -27.600 8.784 -0.0282 0.0965 0.0445 0.086
F 15.662 -18.066 15.584 -0.2315 0.2509 -0.5942 0.049
C 15.824 -17.415 14.412 0.5718 -0.0052 -1.4563 -0.227
C 16.026 -18.152 13.212 -0.3431 1.2263 1.2466 0.008
C 16.234 -17.398 12.063 -0.3298 -0.3686 -1.1500 -0.103
C 16.116 -16.032 12.003 0.5546 1.0577 1.6040 -0.094
C 16.023 -15.319 13.210 -0.4143 -0.6443 -1.1524 -0.083
C 15.867 -16.009 14.399 -0.0070 -0.4954 0.4719 -0.017
H 15.931 -19.227 13.173 0.2648 -0.0873 0.2165 0.103
H 16.453 -17.832 11.099 -0.1881 -0.7917 0.0763 0.078
H 16.179 -15.453 11.094 0.1440 -0.2974 -0.2758 0.095
H 16.039 -14.244 13.098 -0.0829 0.1523 0.6628 0.106
H 15.767 -15.466 15.327 -0.0238 -0.0708 0.1859 0.111
F 14.762 -24.973 14.519 0.1992 0.0914 -0.0623 0.066
C 14.767 -24.604 13.235 -0.2369 0.6719 -2.5380 -0.255
C 14.394 -23.306 12.832 -0.0151 0.0997 0.4620 -0.002
C 14.194 -23.019 11.489 1.0316 -0.7956 -0.9623 -0.063
C 14.510 -23.960 10.502 -1.5391 0.6264 0.8300 -0.117
C 14.941 -25.198 10.891 0.5884 -0.5172 -0.8506 -0.102
C 15.091 -25.529 12.213 -0.4954 0.2345 2.4592 -0.008
H 14.282 -22.474 13.512 -0.1582 -0.3053 0.4721 0.093
H 13.928 -22.067 11.055 -0.3189 0.3895 0.8312 0.087
H 14.163 -23.738 9.504 0.6192 -0.0976 -0.3031 0.090
H 15.211 -25.899 10.114 -0.0896 -0.3699 0.0679 0.100
H 15.329 -26.521 12.567 0.2643 -0.2222 -0.3205 0.107
F 21.410 -11.568 16.581 0.0380 -0.9617 -0.7220 0.034
C 20.866 -12.632 15.902 -0.2798 0.2815 -0.9295 -0.256
C 19.766 -13.235 16.450 -1.0996 -0.6384 -0.6413 -0.016
C 19.046 -14.205 15.696 0.9692 0.4607 0.3580 -0.062
C 19.512 -14.618 14.451 0.9392 0.2122 -0.0558 -0.083
C 20.677 -14.029 13.914 -0.8234 0.2982 0.9896 -0.072
C 21.291 -12.996 14.605 0.7569 0.3029 0.9323 -0.008
H 19.365 -12.892 17.392 0.1017 -0.0203 0.1290 0.114
H 18.156 -14.603 16.160 -0.1074 -0.2299 -0.1914 0.091
H 19.098 -15.418 13.855 -0.6053 -0.0550 0.3037 0.088
H 21.052 -14.351 12.954 0.0480 0.1132 -0.0316 0.079
H 22.163 -12.506 14.198 0.0326 0.1236 -0.1171 0.112
F 13.826 -19.176 10.492 0.7405 0.0703 -0.0486 0.059
C 13.620 -19.874 9.362 -1.0042 -0.4717 -0.9464 -0.301
C 12.359 -19.683 8.779 0.4037 -1.6956 0.1501 -0.018
C 11.926 -20.552 7.752 1.8972 0.6699 -0.4538 -0.065
C 12.820 -21.536 7.209 1.0235 1.2701 1.7788 -0.063
C 14.123 -21.675 7.805 -1.7675 1.8303 0.0230 -0.070
C 14.538 -20.780 8.848 -0.6490 -1.3660 -0.5462 -0.023
H 11.708 -19.014 9.322 -0.2472 0.2306 -0.3919 0.113
H 11.019 -20.246 7.251 -0.3329 -0.6113 0.0078 0.093
H 12.581 -22.122 6.334 -0.2675 -0.1183 0.1143 0.087
H 14.799 -22.423 7.417 0.1670 0.0217 0.0989 0.083
H 15.498 -20.960 9.309 0.0971 0.3425 0.0643 0.078
F 18.424 -14.546 6.541 -0.6364 -0.4851 0.4701 0.035
C 17.310 -15.134 7.082 -0.0068 -1.5194 -0.5996 -0.265
C 16.095 -14.538 6.946 -0.1132 1.5300 -0.1651 -0.025
C 14.962 -15.089 7.515 -0.2172 0.8840 -0.3792 -0.085
C 15.002 -16.333 8.037 0.2318 -2.6418 1.5608 -0.092
C 16.191 -17.077 8.105 0.7216 1.9789 -1.3325 -0.045
C 17.337 -16.438 7.593 0.4320 -0.4328 1.0087 -0.010
H 16.019 -13.588 6.439 0.1117 0.1950 0.0734 0.122
H 14.067 -14.487 7.569 -0.1689 -0.1232 -0.2419 0.114
H 14.173 -16.830 8.520 -0.5367 0.3634 -0.1421 0.101
H 16.292 -18.078 8.497 -0.2463 -0.0187 0.1296 0.094
H 18.262 -16.967 7.769 0.3767 0.0950 -0.3700 0.090
F 16.215 -25.058 7.669 -0.5855 0.7673 0.8539 0.062
C 16.123 -25.759 6.551 -0.6366 -1.1482 -1.5579 -0.271
C 17.306 -26.301 6.092 -0.1538 -0.2609 -0.8767 -0.027
C 17.305 -27.032 4.887 -1.3284 1.2251 0.3021 -0.066
C 16.095 -27.086 4.170 1.5062 -0.9860 0.4002 -0.086
C 14.899 -26.597 4.689 0.9478 0.0984 -2.4394 -0.108
C 14.887 -25.912 5.845 1.2537 1.3625 2.4109 -0.009
H 18.229 -26.032 6.585 -0.0081 -0.2165 0.2108 0.099
H 18.242 -27.380 4.478 -0.0403 -0.1308 -0.1075 0.105
H 16.149 -27.520 3.183 -0.3152 -0.0995 -0.0864 0.097
H 14.120 -26.486 3.949 -0.6317 -0.3836 0.4041 0.109
H 14.013 -25.352 6.144 -0.0694 -0.1012 0.3414 0.112
C 15.814 -20.773 3.861 2.0116 -0.2711 1.5072 -0.123
C 17.148 -19.982 3.985 -0.2668 2.9762 -1.0835 -0.199
O 18.243 -20.710 4.524 -1.0986 -1.8992 1.0544 -0.198
S 17.500 -21.703 5.635 -0.3574 0.1642 0.5663 0.722
O 17.101 -20.928 6.814 0.6686 -1.0566 -2.3429 -0.255
O 18.255 -22.926 5.868 -1.5367 2.2211 -1.1470 -0.224
O 16.186 -21.909 4.632 1.0108 -2.2685 1.9687 -0.231
H 15.566 -21.154 2.870 -0.1017 0.3584 0.1321 0.136
H 15.031 -20.282 4.439 -0.2249 0.2225 -0.6845 0.132
H 17.010 -19.127 4.647 -0.3290 -0.0007 0.1489 0.119
H 17.454 -19.524 3.045 0.2331 -0.4468 -0.0935 0.134
C 26.245 -15.594 10.400 0.2604 0.1616 -2.2334 -0.203
C 26.605 -17.044 10.006 0.0720 1.0909 -1.1304 -0.196
O 26.616 -17.652 11.226 0.0524 -2.3022 3.8037 -0.202
S 25.347 -17.206 12.144 -0.8568 -0.2167 -0.1499 0.802
O 25.541 -17.310 13.624 -0.1474 0.5764 -4.7401 -0.251
O 24.168 -17.866 11.531 2.3033 1.7615 1.6161 -0.272
O 25.517 -15.628 11.555 -2.2984 -2.2032 3.8493 -0.195
H 25.549 -15.205 9.657 0.6468 0.6156 -0.3038 0.125
H 27.111 -14.987 10.661 0.1347 0.0563 -0.7867 0.141
H 27.597 -17.142 9.565 -0.0183 0.1572 0.1577 0.142
H 25.900 -17.554 9.350 -0.2864 0.3326 -0.0987 0.129
C 20.351 -19.697 7.029 0.5143 1.0459 0.5450 -0.143
C 20.864 -18.259 7.389 -0.1557 -1.5275 0.9783 -0.156
O 22.310 -18.328 7.432 0.9499 -0.8504 -0.1741 -0.218
S 22.889 -19.897 7.630 -2.1876 0.2679 2.1497 0.749
O 22.900 -20.211 9.081 -0.0458 0.7667 -3.5374 -0.264
O 24.063 -20.212 6.855 -1.8819 0.8618 0.6236 -0.220
O 21.520 -20.500 6.931 1.7833 -0.7436 -0.1958 -0.218
H 19.801 -19.633 6.090 0.3403 -0.6402 -0.0501 0.113
H 19.743 -20.109 7.836 -0.1700 0.1336 -0.1448 0.111
H 20.489 -18.102 8.400 0.1995 0.5367 0.0286 0.084
H 20.485 -17.512 6.691 0.6511 0.0439 -0.0450 0.125
C 18.381 -17.752 19.663 0.4368 0.2300 1.4423 -0.180
C 18.504 -17.622 18.164 1.3333 1.4881 0.5147 -0.213
O 17.230 -17.776 17.668 -3.0372 -0.4384 -1.0970 -0.223
S 15.998 -17.411 18.725 2.5893 1.1403 0.5919 0.752
O 14.870 -18.283 18.502 1.9627 1.1023 0.5506 -0.217
O 15.816 -15.965 18.867 0.0866 -2.6253 -0.7053 -0.246
O 17.016 -17.844 19.971 -3.1341 -0.4840 -0.2093 -0.209
H 18.723 -16.878 20.217 0.3961 0.1405 -0.3324 0.131
H 18.859 -18.614 20.129 0.0011 -0.1973 -0.3571 0.132
H 19.249 -18.283 17.721 -0.5942 -0.3882 -0.1415 0.111
H 18.845 -16.614 17.930 0.1289 0.1086 -0.1178 0.126
C 21.755 -26.768 10.966 -0.7876 -0.8075 0.6863 -0.181
C 21.622 -26.948 12.494 -2.2549 1.2646 0.0595 -0.184
O 22.879 -26.931 13.117 2.0610 -0.1977 -1.6564 -0.173
S 24.021 -26.543 11.986 2.9243 -0.5532 1.1463 0.750
O 24.810 -27.759 11.686 -2.2728 2.7745 0.3156 -0.258
O 24.790 -25.357 12.420 -2.3068 -2.4465 -1.2626 -0.259
O 22.989 -26.150 10.779 2.3325 0.5027 0.9068 -0.202
H 20.989 -26.103 10.569 0.0116 -0.1509 0.1239 0.115
H 21.749 -27.722 10.439 -0.0958 -0.0500 -0.0404 0.134
H 20.958 -27.774 12.750 0.7054 -0.4835 0.1462 0.136
H 21.144 -26.071 12.929 -0.3884 0.1221 -0.3138 0.104
C 21.271 -15.557 9.632 -0.0715 0.2086 0.4700 -0.154
C 20.533 -14.638 8.664 -1.5484 0.8998 -0.1433 -0.172
O 20.955 -13.264 8.795 3.3548 0.0170 1.9550 -0.197
S 22.157 -13.217 10.004 -0.8539 2.6421 1.1036 0.764
O 21.797 -12.119 10.971 1.1227 -3.7605 -3.0575 -0.270
O 23.509 -13.273 9.461 -2.2925 -0.0244 0.5453 -0.255
O 21.767 -14.666 10.623 1.1028 1.8979 0.3065 -0.239
H 22.069 -16.161 9.200 0.0162 0.0690 -0.0109 0.125
H 20.617 -16.131 10.288 -0.2803 -0.6255 -0.9005 0.134
H 19.519 -14.465 9.023 -0.3928 -1.1012 -0.4437 0.128
H 20.575 -14.858 7.597 0.0081 -0.4132 0.3008 0.122
C 22.967 -21.785 12.039 1.7700 -0.2111 0.4829 -0.187
C 22.460 -22.960 11.271 0.8096 -1.6948 -0.7408 -0.126
O 21.463 -23.639 12.128 0.5054 0.1676 -0.1198 -0.231
S 21.468 -23.065 13.665 1.8866 -1.7660 -2.3556 0.746
O 22.405 -23.940 14.424 -2.3531 3.1892 -1.5880 -0.228
O 20.089 -22.921 14.053 1.6172 0.2591 0.0987 -0.234
O 22.041 -21.625 13.058 -2.3140 0.5745 3.2742 -0.227
H 23.191 -20.893 11.455 -1.0132 0.2424 0.0310 0.121
H 23.894 -21.943 12.589 0.4590 -0.7009 -0.5013 0.138
H 23.295 -23.625 11.048 -0.0276 -0.4161 0.6507 0.108
H 22.129 -22.781 10.249 -1.2040 0.4711 0.4712 0.123
O 21.133 -19.893 15.285 -0.6999 0.4052 0.0935 -0.296
S 20.747 -18.523 15.060 0.6617 2.4875 -1.2037 0.691
O 19.342 -18.075 15.030 2.6664 -0.9838 0.5274 -0.303
O 21.558 -17.591 16.176 -3.0198 -0.8279 -0.8887 -0.282
C 22.855 -18.006 16.568 0.9481 0.2502 -0.5588 -0.282
C 23.608 -16.717 16.707 0.8123 0.3867 0.0736 -0.067
C 21.621 -17.952 13.423 -1.1042 -0.7674 0.8874 -0.040
H 23.218 -18.611 15.737 0.5578 -0.3101 0.4628 0.111
H 22.881 -18.504 17.537 -0.4377 -0.5394 -0.2958 0.127
H 23.297 -16.211 17.622 -0.2554 0.2998 -0.2520 0.084
H 23.460 -16.111 15.814 -0.1041 0.2188 0.2113 0.078
H 24.685 -16.846 16.815 0.0395 -0.3572 -0.0605 0.084
H 22.122 -18.843 13.045 0.2444 0.1797 0.2698 0.043
H 22.268 -17.084 13.548 0.0087 -0.2984 0.4799 0.055
H 20.863 -17.695 12.683 -0.3150 -0.0480 0.3129 0.045
O 17.226 -23.553 15.300 0.0732 0.3283 1.1663 -0.272
S 16.919 -22.218 15.721 -1.1321 2.0767 -1.2645 0.687
O 16.196 -21.416 14.692 1.4296 -1.0426 2.5555 -0.315
O 16.098 -22.212 17.152 2.2262 -2.4697 -2.0003 -0.239
C 15.232 -21.180 17.421 -2.3370 2.0989 0.5190 -0.319
C 13.751 -21.596 17.181 0.6201 0.5611 -0.3529 -0.033
C 18.425 -21.344 16.250 0.4563 0.3618 -0.4824 -0.096
H 15.590 -20.268 16.943 -0.4531 0.0626 -0.2624 0.087
H 15.259 -20.985 18.493 0.5380 -0.0373 0.0503 0.116
H 13.535 -22.241 18.032 -0.4142 -0.4904 -0.5829 0.080
H 13.586 -21.997 16.181 0.3246 -0.7730 0.2178 0.066
H 13.003 -20.802 17.171 0.4592 0.5589 0.5481 0.076
H 18.323 -20.353 16.693 -1.1319 -0.1360 0.2714 0.058
H 19.020 -21.065 15.379 -0.1866 -0.7081 -0.3166 0.017
H 19.062 -21.925 16.916 -0.3851 -0.4095 -0.1465 0.079
O 19.826 -28.253 15.573 -1.2499 0.5808 0.7119 -0.309
S 18.709 -27.699 16.328 -0.7263 0.3351 0.4166 0.693
O 18.006 -28.513 17.333 1.5262 1.8237 -1.8691 -0.302
O 19.220 -26.320 17.083 -2.3813 -3.4319 0.6585 -0.274
C 20.094 -25.402 16.539 2.0839 0.4980 0.0167 -0.274
C 21.598 -25.860 16.729 -0.7611 -0.1783 -1.1060 -0.046
C 17.480 -26.987 15.107 1.2655 0.1069 0.8343 -0.091
H 19.820 -24.531 17.134 0.5134 0.3805 -0.2430 0.118
H 19.822 -25.208 15.501 0.3321 0.1596 -0.1313 0.089
H 21.859 -26.489 15.878 -0.0531 0.0241 -0.2029 0.051
H 21.753 -26.541 17.565 -0.3514 0.4797 0.4002 0.080
H 22.334 -25.057 16.704 -0.3340 0.1442 0.3003 0.060
H 17.123 -27.831 14.516 -0.0147 0.2297 0.0426 0.065
H 18.047 -26.251 14.537 0.2624 -0.4098 -0.4011 0.046
H 16.714 -26.349 15.547 -0.1404 -0.6753 0.5319 0.056
O 20.084 -19.264 10.510 -1.9560 -1.7424 0.0718 -0.304
S 18.987 -20.190 10.857 -0.2858 -0.9529 -0.7837 0.693
O 17.650 -20.099 10.245 2.2588 0.5331 0.7952 -0.307
O 19.524 -21.733 10.517 0.9766 2.3704 0.3621 -0.273
C 18.746 -22.918 10.720 -2.3345 0.2396 -0.8597 -0.210
C 17.597 -23.001 9.665 0.7773 -0.7559 -0.1110 -0.051
C 18.836 -20.259 12.625 -0.2860 -0.3532 -0.7159 -0.113
H 18.276 -22.925 11.704 0.3003 0.0144 0.2624 0.115
H 19.418 -23.773 10.653 0.1879 0.3644 -0.0934 0.106
H 16.647 -22.570 9.982 0.3571 0.0107 0.1077 0.045
H 17.426 -24.045 9.401 -0.1674 -0.1457 0.4266 0.059
H 17.888 -22.586 8.700 0.1812 0.4389 0.1618 0.055
H 17.981 -20.924 12.750 0.0449 -0.0676 0.4341 0.065
H 18.597 -19.282 13.045 0.1039 0.0088 -0.1967 0.057
H 19.759 -20.701 12.998 -0.1178 0.1682 0.0944 0.044
```
Positions in Å, forces in eV/Å.

Its LUMO energy is -0.182 eV. The value obtained for the gap between HOMO and LUMO is 8.742 eV. As for the charge: 0.